The following is a DFT calculation (ωB97M-V/def2-TZVPD) of the molecule C3H6N2O2 at a distorted geometry.

The geometry in XYZ format:
```
13
Properties=species:S:1:pos:R:3:forces:R:3:mulliken_charge:R:1
H -1.8241 1.4271 0.8795 0.09 0.68 -0.17 0.20
H -0.3294 -1.5931 -1.6012 0.06 -0.01 -0.01 0.40
H -1.0825 1.7570 -0.6228 0.15 0.13 0.32 0.22
O -0.2121 -1.3234 1.0439 -0.24 0.84 -0.24 -0.46
C 0.5601 -1.0854 -1.2211 -0.32 0.10 -0.17 -1.29
N 1.0784 0.5393 0.5248 -0.91 -1.42 -0.87 -0.50
H 0.8864 -0.3203 -1.9258 -0.12 -0.08 0.14 0.30
O 0.4309 2.2441 1.9457 -0.15 0.02 -0.66 -0.59
H -0.4650 -2.1701 0.6478 -0.12 0.30 -0.13 0.37
N -0.9990 1.3434 0.2979 -0.80 -0.42 0.33 -0.46
C 0.2680 1.4761 1.0240 -0.60 0.68 1.34 0.45
C 0.3181 -0.4809 0.1343 3.05 -0.82 0.06 1.00
H 1.3702 -1.8137 -1.1270 -0.06 -0.01 0.06 0.36
```
Positions in Å, forces in eV/Å.

2S+1 = 1
orbital gap = 0.3431 hartree
SMILES = C/C(O)=N/C(N)=O
E_HOMO = -0.3329 Ha
relative energy (zero: lowest compared OMol25 entry of this formula, charge and spin) = 2.672 eV


The following is a DFT calculation (ωB97M-V/def2-TZVPD) of a structure of composition C33H52AsCuN3O8P2Si at a distorted geometry.

The geometry in XYZ format:
```
101
Properties=species:S:1:pos:R:3:forces:R:3:mulliken_spin:R:1
H -20.2341 1.7793 -5.4018 -0.50 0.12 -0.54 0.00
H -20.3089 -6.7730 -2.9027 -0.19 0.82 0.69 0.00
H -19.9046 1.5345 4.5493 -0.49 0.16 -0.17 0.00
C -19.1335 -4.5484 -3.2543 -1.77 -1.16 -1.54 0.00
C -20.8032 0.9771 4.2697 0.92 0.13 -0.87 0.00
N -19.9039 -4.8740 -2.1247 0.62 0.88 -0.08 0.00
C -26.0119 -2.1530 -3.7188 -2.25 0.06 0.85 -0.01
Si -21.7631 -0.0342 -3.2369 0.71 1.92 0.14 0.04
H -18.5648 -1.5642 0.1028 0.00 -0.56 -0.79 0.00
P -23.7350 -3.8399 -3.7901 -0.96 -0.84 -1.13 0.04
C -21.1377 2.1573 -1.1861 1.11 -1.45 0.84 0.02
C -22.1098 -0.1723 2.5292 1.19 1.24 0.62 -0.01
C -22.8334 -0.8218 3.5227 -1.20 -0.06 -0.57 0.00
H -25.3439 -1.3298 -3.5440 0.21 0.58 -0.35 0.00
H -17.1657 -4.2284 -2.3615 0.06 -0.14 1.17 0.00
C -23.9508 -6.8285 0.1010 -0.03 -0.84 -0.84 0.00
C -18.9341 -0.3781 -2.9942 -1.91 -0.85 0.28 0.05
C -19.9962 -0.0024 -4.0455 0.57 -0.82 -1.07 0.03
H -20.6393 -2.6515 2.3701 0.24 -0.61 -0.22 0.00
H -24.3683 1.6114 -2.3847 0.79 0.28 0.99 0.01
H -23.8287 0.4108 -1.2124 0.76 1.21 -0.08 0.00
C -17.7875 -4.2361 -3.2144 0.35 0.44 -2.19 0.00
H -26.7824 -4.4873 -3.9824 0.25 -0.89 0.66 0.00
H -19.2530 -1.4026 -2.6316 0.84 1.05 0.03 -0.02
H -20.5223 -0.9360 -6.0593 0.79 -0.24 1.65 0.00
O -25.7144 -4.3280 -0.5301 -0.20 0.99 -0.27 0.00
H -18.5640 1.2168 -5.0942 0.16 -0.40 -0.85 0.00
C -23.3872 -7.8177 -0.7409 -1.28 1.30 1.67 0.00
H -27.0310 -1.8480 -3.2647 1.54 -0.53 -0.67 0.00
C -17.1254 -3.9625 -4.4337 -0.66 -0.44 0.19 0.00
H -19.3393 1.9808 -3.8815 -0.52 0.56 -0.01 0.00
H -18.9173 -0.6954 1.4788 -1.05 -0.01 -0.65 0.00
H -22.8576 0.7957 -5.3558 0.34 -0.02 -0.04 -0.01
Cu -21.9782 -1.9038 -2.0038 -0.25 -0.57 1.14 0.22
H -19.1325 0.0756 -0.0871 -0.02 0.24 -0.32 0.00
C -17.1029 -3.5999 -6.8560 -0.81 2.05 -1.67 0.00
H -18.5439 -2.4604 -7.2484 -1.23 0.68 0.32 0.00
H -20.6958 -3.8837 0.8960 0.33 0.32 0.67 0.00
H -23.6852 -2.6225 -5.6137 -0.45 -1.05 0.22 0.00
O -17.7099 -2.5905 -7.6678 1.59 -1.88 0.62 0.00
O -22.4911 -3.0956 -3.4143 -0.28 -0.04 -0.25 0.16
O -26.2324 -1.8441 -0.8524 -1.07 1.63 0.22 0.00
O -16.0804 -4.0830 -7.1934 0.93 -0.37 -0.16 0.00
C -22.2565 2.8504 -3.2359 -2.59 -2.12 0.45 0.01
H -24.9689 -6.9593 0.5258 1.07 0.15 -0.08 0.00
H -23.3609 -0.8820 0.9423 1.39 1.22 -0.36 0.00
H -23.9299 -8.7415 -0.7435 0.17 -0.55 -0.66 0.00
H -22.1560 -3.2882 1.6688 0.59 0.35 -0.23 0.00
C -19.5730 1.3062 -4.7101 0.91 0.08 1.89 0.02
H -26.1511 -2.3858 -4.7752 0.17 0.34 -0.05 0.00
H -20.3860 1.1540 2.2033 -0.60 -0.09 0.01 0.00
H -23.7403 -1.4471 3.2544 1.37 0.61 0.34 0.00
H -19.0269 0.3578 -2.2179 0.20 0.15 0.83 0.00
O -23.7960 -5.3415 -3.6612 -0.02 0.76 0.25 0.01
H -23.6269 2.1563 -0.8150 -1.06 1.41 1.82 0.00
N -22.1008 -5.3087 -0.3840 -0.59 -1.63 -0.03 0.01
H -19.7480 -4.2528 -6.5567 -0.19 0.28 -1.06 0.00
As -21.0710 -1.5221 0.2138 -0.94 -0.81 -0.55 0.15
C -20.5079 -5.9743 -2.1240 -0.21 -0.75 -0.34 0.00
C -21.5747 0.4004 5.2290 -0.70 -1.01 0.62 0.00
H -22.7166 3.6566 -2.7230 0.30 1.51 0.53 0.00
H -21.3508 0.6230 6.2680 -0.32 -0.23 -0.02 0.00
C -22.5671 -0.5140 4.8408 -0.16 0.46 1.05 0.00
P -25.2170 -3.0347 -1.1027 0.17 -1.14 -0.81 0.00
C -21.0998 -3.0227 1.4463 -0.81 0.05 -0.14 0.03
H -23.9744 -0.1731 -4.4760 0.91 -0.42 -0.33 -0.02
C -19.3020 -0.8526 0.4290 1.42 0.57 2.07 0.01
O -23.8642 -2.4967 -0.8065 0.90 0.15 -0.09 0.02
H -25.9163 -0.9102 -0.9501 -0.06 -1.48 0.17 0.00
C -22.2322 -7.5038 -1.4001 1.04 -1.68 -1.22 0.00
H -23.6128 -4.9155 0.9020 -0.60 1.01 0.75 0.00
C -19.1793 -4.1881 -5.6647 -0.81 -1.15 1.08 0.00
H -21.3232 2.9766 -3.6756 1.61 0.86 -0.43 0.00
H -20.8941 -4.8552 -4.6216 -0.17 -0.28 0.42 0.00
H -16.0394 -3.9301 -4.4904 -0.20 0.36 0.18 0.00
C -19.8418 -4.6536 -4.5400 2.11 1.54 1.47 0.00
H -22.2045 0.6191 0.5814 -0.78 0.13 -0.16 0.01
C -23.5808 1.4626 -1.5793 -1.03 -2.32 -2.14 0.04
H -26.6694 -4.7913 -2.2386 -0.18 -0.05 -0.10 0.00
H -20.2754 -2.0686 -4.6733 0.27 -0.47 0.00 0.01
H -20.2906 2.5718 -1.7769 -0.43 -0.16 0.61 0.00
O -24.0505 -3.5156 -5.3828 0.82 1.02 0.71 0.00
C -25.4055 -3.3154 -2.9949 1.21 -0.30 0.97 0.01
H -25.3027 -5.2161 -3.2100 -0.76 -1.01 -0.64 0.00
N -26.2036 -4.6179 -3.1377 0.89 1.57 -0.10 0.00
H -21.7797 -8.2716 -2.1299 -0.62 1.44 1.24 0.00
H -21.4602 2.9176 -0.4196 0.02 -0.61 -0.83 0.00
C -21.6210 -6.2653 -1.1976 -0.33 -0.03 -0.42 0.00
C -19.9003 -1.1487 -5.0921 -0.56 1.47 -2.26 -0.01
C -21.0808 0.7218 2.9351 0.23 -0.56 -0.41 0.00
C -17.8409 -3.8726 -5.6279 0.71 -0.47 0.95 0.00
C -22.2018 1.6787 -2.1692 0.61 -0.61 -2.81 0.10
H -22.9777 2.7067 -4.0623 0.24 -0.52 0.25 0.00
H -20.7217 1.2531 -0.6207 -0.40 1.41 -0.53 0.00
H -18.8485 -1.1956 -5.5119 -0.92 -0.26 0.89 0.00
H -17.9168 -0.3702 -3.3389 0.49 -0.17 -0.49 0.00
C -22.3666 -0.3229 1.0845 -0.62 -1.45 0.14 0.00
H -23.2137 -0.9252 5.6039 0.08 -0.18 0.10 0.00
C -23.2489 -5.6505 0.2508 1.11 0.13 -0.68 0.00
H -22.5374 -0.9512 -5.4042 -0.52 0.37 0.46 0.00
C -22.8895 -0.1202 -4.7574 -1.00 0.28 0.06 0.08
```
Positions in Å, forces in eV/Å.

<S²> = 0.75
2S+1 = 2
orbital gap (spin up / spin down) = 0.2645 / 0.2891 hartree
E_HOMO (spin up / spin down) = -0.2634 / -0.3169 Ha


The following is a DFT calculation (ωB97M-V/def2-TZVPD) of a cluster of 2 separate species, CH2F3NS in total at a distorted geometry.

The geometry in XYZ format:
```
8
Properties=species:S:1:pos:R:3:forces:R:3:mulliken_charge:R:1
N 1.0167 1.3149 -0.1842 -0.32 0.30 -0.65 -0.10
S 0.2657 -0.0193 0.0865 -0.99 -2.06 1.15 0.81
H -1.9379 -0.3167 0.7092 -1.32 -1.43 2.94 0.33
C -1.3885 0.1555 0.0107 3.68 0.57 -1.34 -0.45
H -1.8761 0.1054 -0.9152 0.00 0.61 -1.64 0.30
F 2.3164 1.2603 -0.6242 -0.15 -0.62 0.22 -0.11
F 1.1793 -2.0511 -0.7512 -0.91 2.61 1.06 -0.55
F 0.4243 -0.4490 1.6684 0.02 0.03 -1.75 -0.22
```
Positions in Å, forces in eV/Å.

2S+1 = 1
orbital gap (spin up / spin down) = 0.2651 / 0.2650 hartree
E_HOMO (spin up / spin down) = -0.3988 / -0.3988 Ha
relative energy (zero: lowest compared OMol25 entry of this formula, charge and spin) = 8.325 eV


The following is a DFT calculation (ωB97M-V/def2-TZVPD) of a structure of composition C35H27ClN4O2PPd at a distorted geometry.

The geometry in XYZ format:
```
71
Properties=species:S:1:pos:R:3:forces:R:3:mulliken_charge:R:1
H -0.6795 0.3615 -2.5674 0.01 -0.04 0.01 0.39
C 1.6983 3.6642 2.4078 -0.03 -0.07 0.03 -0.72
H 0.0843 1.7908 -2.3852 0.00 0.02 -0.04 0.37
C -2.3312 2.3970 3.2140 -0.07 -0.02 -0.03 -0.17
C 2.9170 0.6706 0.1101 -0.03 -0.12 -0.18 1.50
C -1.6335 -7.3300 -3.3406 -0.01 -0.03 -0.01 0.34
N -0.1425 -4.0451 -1.1840 -0.02 -0.02 -0.04 0.30
P -1.2852 1.4220 0.8201 1.03 0.59 0.29 2.19
C -2.1747 1.2931 2.3745 -0.31 -0.47 -0.09 0.20
C -3.6470 1.0523 4.7132 -0.01 0.00 0.02 -0.48
C -0.3725 -2.7270 -1.4350 -0.01 -0.07 0.09 -0.57
C -2.7565 0.0698 2.7138 0.03 0.03 0.00 -0.38
C 4.3188 1.0708 0.3256 0.01 -0.02 0.02 0.09
C -0.1530 2.8219 1.1090 -0.11 0.30 0.26 0.48
C -1.8778 1.8196 -1.7825 -0.07 -0.12 -0.06 0.01
C -0.0230 3.9059 0.2439 -0.11 -0.03 -0.03 -0.53
C -1.3718 -4.9544 -3.0867 0.01 -0.01 -0.03 -0.44
C -4.3686 2.9608 -1.3956 0.03 -0.01 0.01 -0.82
H 6.9534 2.4560 -1.2983 0.00 0.00 0.00 0.42
H -1.8780 3.3455 2.9600 -0.01 0.01 0.01 0.50
H 4.3035 0.4856 2.3844 0.00 0.01 0.00 0.45
H -4.4266 3.1651 -3.5302 0.00 0.00 0.00 0.42
H 1.0319 -5.0058 0.3534 0.01 0.02 0.00 0.35
C -3.8513 2.8295 -2.6781 0.00 0.00 0.01 -0.59
H 0.1423 -6.6296 -0.5575 -0.01 0.00 -0.01 0.29
H 2.6182 5.4609 1.6814 0.00 0.00 0.00 0.42
H -2.2034 2.1419 -3.8783 -0.01 0.01 0.00 0.49
Cl 8.5485 2.3787 1.0351 -0.02 -0.01 0.00 -0.19
C 1.8391 4.7266 1.5260 0.00 0.03 -0.03 -0.58
Pd 0.4827 0.4765 -0.2550 -0.16 0.42 -0.15 -0.18
C 5.0573 1.6230 -0.7161 0.01 0.00 -0.01 -0.24
H -2.4259 -5.8764 -4.7032 0.00 0.00 0.00 0.44
H -5.3461 3.3989 -1.2479 0.00 0.00 -0.01 0.44
H 6.6554 1.2067 2.7799 0.00 0.00 0.00 0.42
H -0.9953 -2.3904 -2.2453 -0.01 -0.01 0.00 0.31
C -0.9047 -7.5306 -2.1734 0.00 0.00 0.00 -1.07
C 0.7071 2.7174 2.2052 0.14 0.03 -0.04 -0.41
C -1.8637 -6.0351 -3.7936 0.00 0.01 0.00 -1.14
H -3.1899 3.1242 5.0340 0.00 0.00 -0.01 0.43
C 0.8899 -2.7978 0.2920 0.05 0.07 -0.03 -1.34
C -2.3741 1.9697 -0.4991 -0.26 -0.16 0.10 -0.11
H 1.4907 -2.4114 1.0978 0.00 -0.02 0.02 0.52
O 2.3599 0.8479 -1.0294 0.17 -0.20 -0.11 -0.94
H 4.6025 1.7341 -1.6909 0.00 0.00 0.00 0.43
H -3.9395 -0.9966 4.1462 0.00 0.00 0.00 0.42
N -2.5594 -9.3474 -4.6690 0.00 0.01 0.01 -0.45
C -3.4928 -0.0477 3.8816 0.01 -0.02 0.00 -0.76
H -4.0249 2.6330 0.7010 0.00 -0.01 0.00 0.50
C 4.8896 0.9185 1.5850 0.01 0.00 0.03 -0.26
H -0.7056 4.0263 -0.5896 0.01 -0.01 -0.01 0.43
H -1.5559 -3.9612 -3.4672 0.01 0.01 0.00 0.27
N 0.2285 -1.9514 -0.5700 -0.01 -0.42 -0.10 0.27
H -2.6257 -0.7913 2.0687 0.01 0.00 -0.01 0.43
C 6.3630 2.0262 -0.5017 -0.01 -0.01 0.00 -0.75
C 6.1947 1.3187 1.8088 -0.01 -0.01 -0.01 -0.81
C -0.6471 -5.1568 -1.9175 0.02 0.04 0.02 1.99
C 0.9725 4.8499 0.4503 0.00 0.02 -0.01 -0.77
H -4.2176 0.9596 5.6278 0.00 0.00 0.00 0.41
C 0.6730 -4.0870 -0.0700 -0.01 -0.02 -0.01 -0.11
H 0.6211 1.8813 2.8890 0.00 -0.01 0.00 0.45
H 1.0672 5.6860 -0.2301 -0.01 0.00 0.01 0.45
C 6.9177 1.8713 0.7610 0.03 0.01 0.00 0.45
C -2.6028 2.2566 -2.8777 0.05 0.02 -0.04 -0.59
H -0.7234 -8.5356 -1.8188 0.00 0.00 0.00 0.45
N -0.5843 1.1596 -1.9458 0.17 0.00 0.13 -0.27
O 2.2220 0.1674 1.0404 -0.54 0.18 0.05 -0.71
C -2.1472 -8.4533 -4.0777 0.01 0.01 0.01 0.03
C -0.4144 -6.4490 -1.4646 -0.02 -0.03 0.02 -0.45
C -3.6312 2.5312 -0.3026 0.00 0.09 -0.04 -0.61
C -3.0689 2.2702 4.3811 0.02 0.00 -0.03 -0.77
H 2.3667 3.5669 3.2531 -0.01 0.00 0.00 0.44
```
Positions in Å, forces in eV/Å.

2S+1 = 1
orbital gap (spin up / spin down) = 0.2651 / 0.2651 hartree
E_HOMO (spin up / spin down) = -0.4033 / -0.4029 Ha
total charge = +1
relative energy (zero: lowest compared OMol25 entry of this formula, charge and spin) = 1.044 eV